Arrangement one

{
  "formula": "H8IO4",
  "method": "wB97M-V/def2-TZVPD",
  "elements": ["I", "O", "O", "O", "O", "H", "H", "H", "H", "H", "H", "H", "H"],
  "coordinates": [[-0.94, 0.52, 0.18], [1.14, -2.45, -0.92], [1.63, 3.05, -0.81], [0.47, 1.24, 3.26], [-3.09, -2.18, -1.24], [2.06, -2.19, -0.90], [-0.15, 0.71, 2.75], [-2.34, -2.77, -1.41], [1.10, 2.35, -0.42], [0.34, 2.13, 2.93], [0.66, -1.64, -1.04], [-2.72, -1.49, -0.69], [1.84, 2.73, -1.69]],
  "total_charge": -1,
  "e_homo_ev": -4.6,
  "homo_lumo_gap_ha": 0.297
}

Arrangement two

{
  "formula": "H8IO4",
  "method": "wB97M-V/def2-TZVPD",
  "elements": ["I", "O", "O", "O", "O", "H", "H", "H", "H", "H", "H", "H", "H"],
  "coordinates": [[-0.55, 1.04, -1.32], [1.00, -1.93, 0.08], [-1.30, -0.33, 1.90], [-0.27, 3.49, 1.28], [0.68, -2.03, -2.98], [0.91, -2.25, -2.06], [0.51, 2.99, 1.56], [0.80, -1.01, -0.18], [0.36, -1.12, -2.90], [-0.87, 0.08, 2.66], [-0.98, 0.18, 1.13], [0.16, -2.23, 0.43], [-0.45, 3.13, 0.40]],
  "total_charge": -1,
  "e_homo_ev": -4.8,
  "homo_lumo_gap_ha": 0.303
}

Energies, relative to the best one, in kJ/mol: arrangement one 29.7; arrangement two 0.0.